This record from the OMol25 dataset describes one molecule with the formula C3H3NO. The level of theory is ωB97M-V with the def2-TZVPD basis set.

Computed properties:
* SMILES: N#CCC=O
* gap between HOMO and LUMO: 0.376 hartree
* 2S+1: 1
* highest occupied orbital energy: -10.6 eV
* relative energy (zero: lowest compared OMol25 entry of this formula, charge and spin): 56.31 kcal per mole

Geometry as XYZ:
```
8
C3H3NO ωB97M-V with the def2-TZVPD basis set
O 1.17570 0.49708 -1.73746
C 0.92385 0.26141 -0.58787
C -0.48880 0.07940 -0.10898
C -0.44221 -1.18058 0.86260
N -0.89552 -0.64617 1.80422
H 1.70398 0.16886 0.19869
H -1.18526 -0.17915 -0.89769
H -0.82858 1.01774 0.36542
```

This record from the OMol25 dataset describes C9H10FMoNO4S3 as an isolated structure. The level of theory is ωB97M-V with the def2-TZVPD basis set.

Computed properties:
* gap between HOMO and LUMO (alpha / beta): 0.266 / 0.265 hartree
* 2S+1: 1
* highest occupied orbital energy (alpha / beta): -9.2 / -9.1 eV
* relative energy (zero: lowest compared OMol25 entry of this formula, charge and spin): 0.00 kcal per mole

Geometry as XYZ:
```
29
C9H10FMoNO4S3 ωB97M-V with the def2-TZVPD basis set
Mo -0.80210 0.24680 -1.01201
F -0.76840 0.18086 4.81302
C -0.54014 0.10577 3.49743
C 0.70122 -0.37062 3.08011
C 0.97568 -0.45166 1.73324
C 0.00616 -0.05553 0.80922
C -1.21961 0.40501 1.26689
C -1.52670 0.49921 2.62201
H 1.41626 -0.67143 3.83341
H 1.93349 -0.83471 1.41012
H -2.04669 0.74160 0.59257
H -2.48018 0.86289 2.97535
S -0.48854 2.49985 -1.40280
C -1.78473 3.20064 -0.55795
N -2.66980 3.64959 0.02906
C 2.70792 0.76587 -1.14464
S 1.40910 -0.15983 -1.98767
C 1.84135 -1.85956 -1.59464
H 3.66616 0.50453 -1.58907
H 2.71889 0.57561 -0.07655
H 2.50777 1.82108 -1.31770
H 1.88595 -2.02068 -0.52112
H 2.79164 -2.10525 -2.06465
H 1.04718 -2.47426 -2.01561
O -1.16935 -0.40720 -3.02103
S -2.35223 -1.10455 -2.34933
O -3.28150 -1.76108 -3.18199
O -2.85264 0.09319 -1.53247
O -1.62616 -1.87612 -1.29319
```

This record from the OMol25 dataset describes C33H65N9O3P2SV as an isolated structure. The level of theory is ωB97M-V with the def2-TZVPD basis set.

Computed properties:
* gap between HOMO and LUMO (alpha / beta): 0.293 / 0.315 hartree
* 2S+1: 3
* highest occupied orbital energy (alpha / beta): -9.9 / -10.4 eV
* total charge: +1
* relative energy (zero: lowest compared OMol25 entry of this formula, charge and spin): 0.00 kcal per mole

Geometry as XYZ:
```
114
C33H65N9O3P2SV ωB97M-V with the def2-TZVPD basis set
V -0.75672 0.54388 -0.92983
C 4.08777 3.77124 -0.13364
C 3.99745 3.43633 -1.61442
N 3.31248 2.16020 -1.84545
C 4.16786 0.98461 -1.99341
C 4.58131 0.74887 -3.43804
C 1.98133 2.11844 -1.93221
S 1.23613 0.59293 -2.31201
N 1.34970 3.29136 -1.80442
C 0.05172 3.43569 -1.65419
O -0.80823 2.56011 -1.31744
C -0.44370 4.83105 -1.84936
C -1.68612 5.05512 -2.43417
C -2.15790 6.34743 -2.60194
C -1.39939 7.42430 -2.16235
C -0.15916 7.20514 -1.57787
C 0.32448 5.91357 -1.43449
H 4.61437 4.71488 0.01031
H 4.62804 2.99562 0.41207
H 3.08765 3.86319 0.29119
H 4.99387 3.34607 -2.04862
H 3.46218 4.21564 -2.15011
H 3.63766 0.11859 -1.60460
H 5.04508 1.15062 -1.36549
H 3.70645 0.53525 -4.05215
H 5.26401 -0.09897 -3.50065
H 5.08800 1.62345 -3.84837
H -2.26624 4.21232 -2.78756
H -3.11333 6.51673 -3.08130
H -1.77077 8.43311 -2.28476
H 0.43603 8.04354 -1.24093
H 1.29657 5.73076 -0.99637
O -2.78547 0.58336 -1.59810
H -3.39705 0.61536 -0.84121
H -3.05003 1.27190 -2.21828
N -0.63270 -1.24603 -0.61330
P 0.29611 -2.42124 -0.17627
N 1.32408 -2.85782 -1.40402
C 0.77255 -2.88167 -2.77046
C 1.89145 -3.16562 -3.75832
C 2.45371 -4.57866 -3.55487
C 2.37990 -4.98685 -2.07479
C 2.46626 -3.75957 -1.17759
N -0.62808 -3.68061 0.37997
C -2.04607 -3.79052 -0.00126
C -2.35542 -5.21426 -0.43942
C -2.18029 -6.18246 0.73802
C -1.05561 -5.71018 1.67422
C -0.01466 -4.90396 0.91234
N 1.35051 -2.17465 1.10222
C 2.42485 -1.20265 0.86876
C 3.50333 -1.33062 1.93373
C 2.90807 -1.14888 3.32508
C 1.74786 -2.11666 3.52757
C 0.71954 -1.97331 2.41530
H 0.30694 -1.92250 -2.98003
H -0.01002 -3.64799 -2.87307
H 2.67174 -2.41313 -3.61277
H 1.52148 -3.03918 -4.77633
H 3.48566 -4.61973 -3.90756
H 1.88944 -5.29219 -4.15809
H 3.17849 -5.68542 -1.82144
H 1.43584 -5.50060 -1.87397
H 3.40285 -3.22795 -1.39051
H 2.50148 -4.03805 -0.12647
H -2.25262 -3.07153 -0.79112
H -2.68976 -3.52967 0.85062
H -1.67929 -5.47937 -1.25769
H -3.36854 -5.27115 -0.83982
H -1.96960 -7.18602 0.36525
H -3.11381 -6.24944 1.30021
H -0.57194 -6.55899 2.15843
H -1.46237 -5.08299 2.47231
H 0.40490 -5.52546 0.11171
H 0.81237 -4.62699 1.56707
H 2.01916 -0.17632 0.88196
H 2.83331 -1.37032 -0.12511
H 4.28550 -0.59122 1.74657
H 3.96341 -2.32038 1.85459
H 2.54231 -0.12009 3.42752
H 3.66924 -1.29315 4.09322
H 1.26218 -1.94444 4.49077
H 2.12257 -3.14491 3.53253
H 0.25937 -0.97290 2.46367
H -0.08153 -2.70034 2.53654
C -3.43329 -0.78965 1.34112
N -3.78926 0.63895 1.23114
C -5.12942 0.89054 1.77760
P -2.53678 1.68465 1.62883
O -1.32050 1.16514 0.92241
N -3.14555 3.16011 1.23038
C -3.93337 3.32611 0.00888
C -2.33018 4.34630 1.52036
N -2.18226 1.76455 3.21976
C -3.15752 2.22121 4.20316
C -0.92784 1.26282 3.77039
H -4.18304 -1.37484 0.80689
H -3.42593 -1.11707 2.38678
H -2.46078 -0.97985 0.88966
H -5.86488 0.36546 1.16709
H -5.35846 1.95237 1.76719
H -5.21967 0.52192 2.80411
H -4.67940 2.53980 -0.08001
H -3.29323 3.33900 -0.87368
H -4.45884 4.28061 0.06472
H -1.77648 4.20693 2.44430
H -2.99226 5.20498 1.63646
H -1.62686 4.55753 0.70938
H -4.00810 2.68515 3.70965
H -2.69759 2.96409 4.85919
H -3.51270 1.39380 4.82236
H -0.22129 1.07407 2.96720
H -1.08174 0.34009 4.33643
H -0.50299 2.01219 4.44251
```